No. 1
{
  "formula": "C38H31Cl2CoN3O5S2",
  "method": "the ωB97M-V functional and the def2-TZVPD basis",
  "total_charge": -1,
  "homo_lumo_gap_ev": 6.69,
  "lumo_ha": 0.0710,
  "symbols": ["Co", "C", "C", "N", "N", "C", "S", "S", "C", "C", "C", "C", "C", "C", "C", "C", "C", "C", "C", "C", "C", "O", "H", "H", "H", "H", "H", "H", "H", "H", "H", "H", "H", "H", "H", "H", "Cl", "C", "C", "C", "Cl", "C", "O", "C", "C", "O", "C", "H", "H", "H", "C", "C", "C", "C", "C", "C", "N", "C", "C", "C", "C", "C", "C", "C", "O", "O", "C", "C", "H", "H", "H", "H", "H", "H", "H", "H", "H", "H", "H", "H", "H", "H"],
  "positions_angstrom": [[0.94, 0.49, 0.13], [1.41, -3.68, -0.55], [1.71, -2.21, -0.49], [0.75, -1.36, -0.33], [-0.53, -1.82, -0.06], [-1.26, -2.23, -1.05], [-0.98, -2.28, -2.72], [-2.85, -2.85, -0.53], [-2.75, -2.78, 1.28], [-1.73, -3.70, 1.90], [-0.72, -3.19, 2.71], [0.23, -4.02, 3.28], [0.19, -5.39, 3.04], [-0.82, -5.91, 2.23], [-1.77, -5.07, 1.67], [3.11, -1.79, -0.58], [4.10, -2.76, -0.80], [5.44, -2.45, -0.88], [5.83, -1.12, -0.74], [4.89, -0.14, -0.54], [3.51, -0.44, -0.46], [2.71, 0.57, -0.31], [0.39, -3.89, -0.26], [2.08, -4.22, 0.13], [1.57, -4.04, -1.56], [-3.76, -3.06, 1.61], [-2.57, -1.75, 1.59], [-0.67, -2.12, 2.87], [1.02, -3.60, 3.89], [0.94, -6.04, 3.47], [-0.85, -6.98, 2.04], [-2.53, -5.48, 1.02], [3.81, -3.79, -0.91], [6.17, -3.23, -1.05], [6.88, -0.85, -0.80], [5.17, 0.90, -0.43], [-1.73, 0.86, 6.75], [-0.85, 0.59, 5.27], [0.46, 0.09, 5.34], [1.17, -0.13, 4.19], [2.77, -0.78, 4.29], [0.64, 0.15, 2.89], [1.36, -0.09, 1.87], [-0.70, 0.63, 2.87], [-1.40, 0.84, 1.63], [-0.95, 0.71, 0.50], [-1.42, 0.84, 4.06], [0.91, -0.14, 6.30], [-2.46, 1.11, 1.72], [-2.44, 1.21, 4.00], [-4.18, 0.11, -2.76], [-3.47, 1.31, -2.20], [-3.89, 1.87, -1.00], [-3.25, 2.99, -0.48], [-2.19, 3.56, -1.16], [-1.77, 3.00, -2.36], [-0.73, 3.62, -3.11], [0.31, 4.35, -2.56], [0.69, 5.55, -3.16], [1.73, 6.31, -2.65], [2.40, 5.90, -1.50], [2.03, 4.71, -0.91], [1.02, 3.91, -1.43], [0.85, 2.57, -0.82], [0.60, 1.54, -1.50], [1.05, 2.42, 0.43], [-2.38, 1.86, -2.88], [-1.87, 1.22, -4.14], [-5.02, -0.18, -2.13], [-3.50, -0.75, -2.83], [-4.55, 0.31, -3.77], [-4.73, 1.43, -0.47], [-3.58, 3.42, 0.46], [-1.70, 4.44, -0.78], [-0.98, 3.87, -4.05], [0.14, 5.90, -4.03], [2.00, 7.23, -3.14], [3.20, 6.50, -1.09], [2.55, 4.34, -0.03], [-0.85, 1.54, -4.35], [-2.50, 1.46, -5.00], [-1.85, 0.13, -4.03]]
}

---

No. 2
{
  "formula": "C38H31IrN2P2S",
  "method": "the ωB97M-V functional and the def2-TZVPD basis",
  "total_charge": 2,
  "homo_lumo_gap_ev": [6.49, 6.50],
  "lumo_ha": [-0.2728, -0.2728],
  "symbols": ["Ir", "S", "C", "C", "C", "C", "C", "C", "N", "C", "C", "C", "C", "C", "C", "C", "H", "H", "H", "H", "H", "H", "H", "H", "C", "N", "P", "C", "C", "C", "C", "C", "C", "C", "C", "C", "C", "C", "C", "P", "C", "C", "C", "C", "C", "C", "C", "C", "C", "C", "C", "C", "H", "H", "H", "H", "H", "H", "H", "H", "H", "H", "H", "H", "H", "H", "H", "H", "H", "H", "H", "H", "H", "H", "H"],
  "positions_angstrom": [[0.46, -0.75, -1.13], [2.53, -4.64, -1.19], [3.76, -3.41, -1.02], [5.13, -3.57, -0.85], [5.91, -2.43, -0.75], [5.33, -1.16, -0.85], [3.98, -1.00, -1.02], [3.19, -2.14, -1.09], [1.80, -2.20, -1.27], [1.34, -3.44, -1.31], [-0.09, -3.58, -1.41], [-0.79, -4.77, -1.46], [-2.18, -4.73, -1.49], [-2.83, -3.50, -1.49], [-2.11, -2.30, -1.45], [-0.73, -2.34, -1.42], [5.58, -4.56, -0.81], [6.97, -2.53, -0.61], [5.97, -0.29, -0.80], [3.52, -0.02, -1.11], [-0.27, -5.72, -1.47], [-2.75, -5.65, -1.53], [-3.91, -3.47, -1.50], [-2.65, -1.36, -1.46], [1.76, 1.89, 1.04], [0.35, 1.49, 0.72], [0.07, -0.16, 1.03], [0.81, -0.46, 2.63], [0.55, 0.47, 3.63], [1.00, 0.21, 4.92], [1.67, -0.98, 5.20], [1.93, -1.90, 4.19], [1.50, -1.64, 2.90], [-1.68, -0.40, 1.30], [-2.13, -1.71, 1.48], [-3.46, -1.95, 1.76], [-4.35, -0.89, 1.84], [-3.91, 0.41, 1.68], [-2.57, 0.67, 1.43], [0.16, 1.79, -1.04], [0.50, 3.56, -1.13], [1.16, 4.08, -2.24], [1.36, 5.45, -2.33], [0.90, 6.29, -1.33], [0.23, 5.77, -0.23], [0.03, 4.40, -0.12], [-1.54, 1.68, -1.63], [-2.58, 2.56, -1.26], [-3.81, 2.46, -1.86], [-4.03, 1.51, -2.87], [-3.00, 0.69, -3.29], [-1.76, 0.79, -2.68], [1.97, 1.72, 2.09], [1.90, 2.94, 0.83], [2.49, 1.32, 0.45], [0.01, 1.39, 3.42], [0.82, 0.93, 5.70], [2.00, -1.18, 6.21], [2.46, -2.81, 4.42], [1.70, -2.35, 2.11], [-1.43, -2.54, 1.40], [-3.80, -2.97, 1.91], [-5.40, -1.08, 2.03], [-4.61, 1.24, 1.76], [-2.21, 1.69, 1.35], [1.53, 3.43, -3.01], [1.88, 5.86, -3.19], [1.06, 7.36, -1.41], [-0.12, 6.43, 0.55], [-0.46, 4.00, 0.76], [-2.41, 3.32, -0.51], [-4.60, 3.13, -1.57], [-5.00, 1.45, -3.34], [-3.16, 0.00, -4.11], [-0.94, 0.19, -3.08]]
}

---

No. 3
{
  "formula": "C38H31N7O6Y",
  "method": "the ωB97M-V functional and the def2-TZVPD basis",
  "total_charge": 1,
  "homo_lumo_gap_ev": 6.06,
  "lumo_ha": -0.1272,
  "symbols": ["Y", "C", "C", "C", "C", "C", "C", "N", "C", "C", "C", "C", "C", "N", "C", "C", "C", "C", "C", "C", "N", "H", "H", "H", "H", "H", "H", "H", "H", "H", "H", "H", "H", "H", "H", "H", "N", "C", "N", "C", "C", "C", "C", "C", "C", "H", "H", "H", "H", "H", "H", "C", "C", "C", "C", "C", "C", "C", "H", "H", "H", "H", "H", "H", "H", "O", "C", "O", "C", "C", "C", "C", "C", "C", "N", "O", "O", "N", "O", "O", "H", "H", "H"],
  "positions_angstrom": [[0.19, 0.27, 0.92], [-0.27, 0.24, 4.61], [1.20, 0.22, 4.32], [2.09, 0.47, 5.35], [3.45, 0.43, 5.11], [3.88, 0.07, 3.85], [2.94, -0.19, 2.87], [1.61, -0.06, 3.07], [3.38, -0.66, 1.52], [4.60, -1.29, 1.34], [4.96, -1.68, 0.06], [4.09, -1.46, -0.99], [2.86, -0.86, -0.72], [2.54, -0.46, 0.51], [1.84, -0.65, -1.77], [1.92, -1.25, -3.01], [0.91, -1.01, -3.94], [-0.14, -0.20, -3.60], [-0.18, 0.36, -2.32], [-1.33, 1.22, -1.91], [0.79, 0.13, -1.43], [-0.44, 0.17, 5.69], [-0.77, -0.60, 4.13], [-0.73, 1.17, 4.26], [1.71, 0.70, 6.34], [4.16, 0.64, 5.90], [4.93, -0.01, 3.63], [5.26, -1.49, 2.17], [5.91, -2.17, -0.12], [4.35, -1.75, -1.99], [2.74, -1.91, -3.26], [0.96, -1.47, -4.92], [-0.96, -0.01, -4.28], [-1.23, 2.21, -2.36], [-1.43, 1.37, -0.83], [-2.28, 0.79, -2.25], [2.82, 4.11, 0.72], [2.55, 2.81, 0.91], [1.27, 2.52, 0.80], [0.66, 3.75, 0.50], [-0.69, 4.05, 0.27], [-1.00, 5.36, -0.01], [-0.02, 6.36, -0.06], [1.31, 6.08, 0.17], [1.62, 4.75, 0.45], [3.73, 4.53, 0.77], [3.33, 2.09, 1.13], [-1.45, 3.29, 0.32], [-2.03, 5.63, -0.19], [-0.31, 7.38, -0.28], [2.07, 6.85, 0.14], [-1.87, 1.14, 1.86], [-3.04, 1.03, 0.98], [-3.45, -0.23, 0.49], [-4.47, -0.35, -0.44], [-5.12, 0.78, -0.93], [-4.76, 2.02, -0.43], [-3.75, 2.14, 0.51], [-1.87, 0.33, 2.60], [-1.82, 2.08, 2.41], [-2.96, -1.12, 0.86], [-4.77, -1.33, -0.78], [-5.91, 0.69, -1.66], [-5.28, 2.91, -0.77], [-3.52, 3.12, 0.92], [1.05, -3.32, 0.54], [0.03, -2.83, 0.10], [-0.46, -1.68, 0.47], [-0.74, -3.52, -1.00], [-0.40, -4.81, -1.36], [-1.08, -5.41, -2.41], [-2.08, -4.77, -3.12], [-2.38, -3.48, -2.73], [-1.75, -2.84, -1.68], [-3.41, -2.74, -3.49], [-4.07, -3.36, -4.29], [-3.40, -1.53, -3.38], [-0.71, -6.78, -2.81], [-1.32, -7.28, -3.73], [0.17, -7.33, -2.17], [0.39, -5.33, -0.85], [-2.59, -5.26, -3.93], [-2.04, -1.84, -1.39]]
}

---

Q: Which energy above the lowest of the compared OMol25 structures with the same formula, charge and spin values were calculated for the entries above? A: 12.1 260.2 35.8, in kJ/mol.
Q: Which E_tot values were calculated for the entries above? A: -138963.985 -75127.364 -63663.426, in eV.